1.
Molecular formula: C6H11NO
Method: DFT, ωB97M-V/def2-TZVPD

```
19
Properties=species:S:1:pos:R:3
C -2.144 0.463 0.151
C 0.437 0.085 -0.114
C -3.238 0.112 -0.850
C 2.515 1.373 0.600
C 0.172 -2.101 0.760
C 1.516 1.094 -0.549
N -0.880 0.154 -0.160
O 1.033 -1.030 0.559
H -3.927 -0.624 -0.303
H -2.930 -0.411 -1.759
H -3.917 1.044 -1.138
H 3.477 1.765 0.048
H 2.853 0.417 1.045
H 2.224 2.084 1.387
H 0.716 -2.817 1.403
H -0.064 -2.511 -0.194
H -0.820 -1.740 1.295
H 2.062 0.594 -1.394
H 0.914 2.051 -0.786
```

Computed properties:
Highest occupied orbital energy   -7.527 eV
F_max   0.064 Eh/bohr
ΔE to the lowest compared entry with this formula, charge and spin   424.59 kJ/mol
HOMO-LUMO gap   8.3943 eV
E_LUMO   0.868 eV

These are the Löwdin partial charges, in e, on atoms 1 to 5:
1. C -0.088
2. C -0.272
3. C -0.174
4. C -0.114
5. C -0.116

=====

2.
Molecular formula: C64H145OP4
Method: DFT, ωB97M-V/def2-TZVPD

```
214
Properties=species:S:1:pos:R:3
O -22.800 7.752 11.696
H -21.920 7.374 11.503
C -24.975 12.056 13.909
C -25.864 11.159 14.750
C -26.312 9.786 14.249
C -25.490 8.929 13.270
P -25.779 7.148 13.383
C -24.510 6.391 14.321
C -24.246 7.307 15.545
C -22.932 6.855 16.270
C -22.652 7.544 17.638
C -25.809 6.212 11.676
C -25.900 4.616 11.832
C -25.489 3.733 10.575
C -25.396 2.184 10.712
C -27.279 6.713 14.226
C -28.514 7.320 13.563
C -29.819 6.654 13.978
C -30.858 6.608 12.806
H -23.919 11.863 14.095
H -25.125 13.119 14.096
H -25.253 11.911 12.864
H -26.779 11.709 14.971
H -25.312 10.961 15.670
H -27.162 10.028 13.611
H -26.588 9.303 15.186
H -24.417 9.126 13.266
H -25.732 9.287 12.269
H -23.596 6.503 13.738
H -24.703 5.346 14.568
H -24.995 7.341 16.335
H -23.978 8.304 15.195
H -22.061 7.051 15.645
H -22.996 5.795 16.516
H -23.592 8.000 17.948
H -21.880 8.299 17.490
H -22.399 6.822 18.415
H -24.865 6.377 11.157
H -26.490 6.708 10.985
H -26.962 4.462 12.023
H -25.359 4.079 12.611
H -24.550 4.103 10.164
H -26.156 3.964 9.745
H -24.808 1.969 11.605
H -24.808 1.706 9.929
H -26.390 1.738 10.719
H -27.454 6.712 15.302
H -27.382 5.645 14.032
H -28.439 7.193 12.483
H -28.781 8.369 13.688
H -30.279 7.083 14.869
H -29.630 5.593 14.145
H -30.955 7.578 12.319
H -31.785 6.109 13.089
H -30.469 5.982 12.002
C -16.640 11.235 10.193
C -17.820 10.714 9.321
C -19.167 10.717 10.118
C -19.326 9.676 11.289
P -20.264 10.308 12.753
C -20.463 9.042 13.938
C -19.039 8.380 14.174
C -18.853 6.933 13.647
C -17.352 6.517 13.487
C -19.366 11.753 13.472
C -20.194 12.708 14.350
C -20.310 12.128 15.780
C -20.198 13.217 16.819
C -21.813 10.900 11.936
C -21.967 12.398 11.599
C -22.413 12.649 10.095
C -22.755 14.074 9.869
H -16.511 10.760 11.165
H -16.757 12.275 10.499
H -15.687 11.210 9.663
H -17.705 9.703 8.928
H -17.802 11.402 8.476
H -19.971 10.647 9.385
H -19.282 11.724 10.519
H -18.345 9.321 11.604
H -19.852 8.772 10.984
H -21.275 8.374 13.651
H -20.746 9.495 14.888
H -18.877 8.365 15.252
H -18.211 8.983 13.801
H -19.301 6.815 12.660
H -19.389 6.236 14.290
H -17.216 5.596 12.921
H -16.687 6.429 14.345
H -16.901 7.235 12.802
H -18.863 12.399 12.753
H -18.510 11.370 14.029
H -21.180 13.005 13.993
H -19.683 13.661 14.213
H -19.407 11.540 15.946
H -21.222 11.532 15.766
H -20.588 12.796 17.746
H -20.734 14.134 16.574
H -19.150 13.426 17.031
H -22.626 10.604 12.599
H -21.921 10.151 11.151
H -21.068 12.979 11.804
H -22.640 12.794 12.359
H -23.227 12.083 9.641
H -21.551 12.501 9.445
H -21.961 14.698 10.280
H -23.723 14.417 10.234
H -22.657 14.359 8.821
C -23.457 2.411 5.996
C -23.509 3.418 7.119
C -23.904 4.859 6.733
C -24.095 5.775 7.985
P -23.909 7.608 7.742
C -24.841 8.540 9.019
C -25.059 10.026 8.756
C -25.681 10.682 9.950
C -26.498 12.011 9.608
C -22.193 8.032 8.102
C -21.202 7.469 7.084
C -19.714 7.757 7.255
C -18.962 6.974 8.340
C -24.294 8.156 5.956
C -25.733 7.929 5.636
C -25.933 8.262 4.155
C -27.401 7.975 3.646
H -24.367 2.313 5.403
H -23.110 1.437 6.341
H -22.730 2.641 5.217
H -22.513 3.469 7.558
H -24.263 3.145 7.857
H -24.825 4.872 6.151
H -23.187 5.359 6.081
H -23.407 5.469 8.773
H -25.102 5.573 8.349
H -24.431 8.333 10.008
H -25.782 8.021 8.836
H -25.867 10.182 8.041
H -24.159 10.490 8.354
H -24.940 10.806 10.739
H -26.363 10.000 10.457
H -27.471 11.776 9.177
H -26.003 12.580 8.822
H -26.640 12.697 10.443
H -22.057 7.947 9.181
H -22.280 9.104 7.924
H -21.449 7.830 6.086
H -21.306 6.385 7.043
H -19.412 8.793 7.410
H -19.133 7.565 6.353
H -19.450 6.856 9.307
H -17.986 7.414 8.544
H -18.552 6.000 8.075
H -23.631 7.603 5.291
H -24.000 9.200 5.844
H -26.475 8.476 6.217
H -26.041 6.884 5.666
H -25.122 7.894 3.526
H -25.915 9.351 4.102
H -28.083 8.530 4.290
H -27.683 6.924 3.716
H -27.439 8.316 2.612
C -21.808 -1.753 18.023
C -21.283 -2.100 16.660
C -21.332 -0.976 15.565
C -20.789 -1.586 14.240
P -21.003 -0.685 12.770
C -19.888 -1.095 11.423
C -20.322 -0.543 10.041
C -19.162 -0.295 9.020
C -19.447 0.250 7.643
C -21.110 1.207 13.052
C -21.040 2.219 11.803
C -20.742 3.702 12.203
C -21.857 4.571 12.823
C -22.520 -1.465 12.196
C -23.428 -0.737 11.190
C -24.384 -1.652 10.375
C -25.138 -1.010 9.276
H -21.741 -2.566 18.746
H -22.844 -1.415 18.039
H -21.202 -0.940 18.423
H -21.988 -2.888 16.396
H -20.338 -2.643 16.702
H -20.685 -0.190 15.953
H -22.351 -0.595 15.495
H -21.393 -2.488 14.147
H -19.769 -1.878 14.489
H -19.859 -2.183 11.465
H -18.852 -0.914 11.710
H -20.909 0.375 10.024
H -21.007 -1.225 9.538
H -18.495 -1.156 9.032
H -18.514 0.488 9.415
H -19.822 -0.563 7.023
H -18.494 0.559 7.213
H -20.259 0.977 7.645
H -20.316 1.467 13.752
H -21.972 1.323 13.709
H -21.929 2.243 11.172
H -20.136 1.959 11.252
H -20.395 4.270 11.340
H -19.869 3.631 12.852
H -22.660 4.675 12.093
H -21.429 5.568 12.920
H -22.241 4.301 13.807
H -23.238 -1.639 12.997
H -22.319 -2.483 11.862
H -22.854 -0.129 10.491
H -23.953 0.021 11.771
H -24.989 -2.226 11.077
H -23.682 -2.460 10.173
H -25.289 -1.846 8.592
H -24.735 -0.248 8.609
H -26.118 -0.657 9.598
```

Computed properties:
Net charge   +3
Highest occupied orbital energy   -13.746 eV
F_max   0.071 Eh/bohr
ΔE to the lowest compared entry with this formula, charge and spin   462.88 kJ/mol
HOMO-LUMO gap   8.6701 eV
E_LUMO   -5.075 eV

These are the Löwdin partial charges, in e, on atoms 1 to 5:
1. O -0.433
2. H -0.123
3. C -0.093
4. C -0.241
5. C -0.232

=====

3.
Molecular formula: C2H5OP
Method: DFT, ωB97M-V/def2-TZVPD

```
9
Properties=species:S:1:pos:R:3
C 1.294 -1.150 -0.629
C 0.432 -0.392 0.047
O -0.536 0.470 -0.440
P -0.918 1.741 0.523
H 1.671 -2.028 -0.239
H 1.452 -1.249 -1.663
H 0.402 -0.433 1.125
H -1.705 1.074 1.499
H -2.092 1.967 -0.223
```

Computed properties:
Highest occupied orbital energy   -9.091 eV
F_max   0.050 Eh/bohr
ΔE to the lowest compared entry with this formula, charge and spin   134.87 kJ/mol
HOMO-LUMO gap   10.0956 eV
E_LUMO   1.005 eV

These are the Löwdin partial charges, in e, on atoms 1 to 5:
1. C 0.031
2. C -0.308
3. O -0.487
4. P 0.805
5. H 0.028

=====

4.
Molecular formula: C2H8N2O
Method: DFT, ωB97M-V/def2-TZVPD

```
13
Properties=species:S:1:pos:R:3
C -0.236 1.079 0.615
N -1.182 0.508 -0.126
C -1.540 -0.838 0.313
H -0.133 2.170 0.564
H 0.123 0.632 1.557
H -1.650 -0.922 1.402
H -0.794 -1.584 -0.004
H -2.491 -1.123 -0.143
N 1.341 0.481 -0.853
O 2.228 -0.655 -0.691
H 1.668 0.883 -1.735
H 0.336 0.160 -1.165
H 2.330 -0.792 0.266
```

Computed properties:
Highest occupied orbital energy   -9.264 eV
F_max   0.081 Eh/bohr
ΔE to the lowest compared entry with this formula, charge and spin   457.41 kJ/mol
HOMO-LUMO gap   10.2285 eV
E_LUMO   0.965 eV

These are the Löwdin partial charges, in e, on atoms 1 to 5:
1. C -0.121
2. N -0.147
3. C -0.173
4. H 0.076
5. H 0.083

=====

5.
Molecular formula: C9H16N2O
Method: DFT, ωB97M-V/def2-TZVPD

```
28
Properties=species:S:1:pos:R:3
C -1.024 -2.703 -1.242
C -1.276 -2.756 0.093
C 0.095 -1.878 -1.427
C 2.328 -0.061 -1.004
C 1.799 -0.354 1.543
C -0.525 2.947 0.794
C -2.165 1.681 -0.671
C 1.570 -0.704 0.111
C -1.307 1.682 0.562
N -0.280 -2.029 0.745
N 0.518 -1.454 -0.206
O -1.258 0.746 1.327
H -1.569 -3.193 -2.023
H -2.015 -3.281 0.659
H 0.580 -1.588 -2.332
H 2.743 -0.806 -1.686
H 3.150 0.527 -0.609
H 1.690 0.604 -1.598
H 0.960 0.213 1.967
H 1.929 -1.253 2.154
H 2.698 0.249 1.636
H -1.153 3.641 1.353
H -0.243 3.417 -0.143
H 0.360 2.738 1.390
H -2.754 0.771 -0.723
H -1.530 1.746 -1.552
H -2.822 2.547 -0.662
H -0.500 -1.449 1.545
```

Computed properties:
Highest occupied orbital energy (alpha / beta)   -2.035 / -10.031 eV
Spin multiplicity   3
F_max   0.034 Eh/bohr
ΔE to the lowest compared entry with this formula, charge and spin   0.00 kJ/mol
HOMO-LUMO gap (alpha / beta)   2.4679 / 8.7554 eV
E_LUMO (alpha / beta)   0.433 / -1.275 eV

These are the Löwdin partial charges, in e, on atoms 1 to 5:
1. C -0.069
2. C -0.057
3. C -0.081
4. C -0.147
5. C -0.061

=====

6.
Molecular formula: C40H98O27S4
Method: DFT, ωB97M-V/def2-TZVPD

```
169
Properties=species:S:1:pos:R:3
C 0.084 -1.368 -8.423
C -0.664 -0.388 -7.508
C -1.751 -1.076 -6.717
O -1.643 -0.445 -5.408
C -0.461 0.177 -5.312
O -0.017 0.568 -4.228
O 0.240 0.178 -6.455
H 0.788 -0.934 -9.182
H -0.602 -1.985 -8.981
H 0.668 -2.041 -7.793
H -1.050 0.414 -8.156
H -1.496 -2.158 -6.615
H -2.806 -0.978 -6.946
C -1.072 -2.975 -1.630
C -1.704 -3.321 -2.900
O -3.138 -3.656 -2.660
S -4.157 -4.145 -3.728
C -3.920 -5.923 -3.863
O -5.466 -3.958 -3.202
O -3.777 -3.492 -4.966
H -0.022 -2.621 -1.911
H -0.874 -3.790 -0.908
H -1.548 -2.038 -1.217
H -1.694 -2.375 -3.506
H -1.250 -4.153 -3.467
H -4.081 -6.340 -2.884
H -2.917 -6.091 -4.230
H -4.566 -6.293 -4.669
C -1.130 -2.678 8.913
C -2.433 -2.034 8.474
O -2.182 -0.618 8.089
S -2.356 -0.351 6.520
C -4.182 -0.168 6.383
O -1.778 0.926 6.284
O -1.919 -1.506 5.749
H -1.342 -3.674 9.350
H -0.603 -1.979 9.541
H -0.480 -2.828 8.016
H -2.856 -2.486 7.589
H -3.134 -2.144 9.316
H -4.539 -0.200 5.343
H -4.554 0.770 6.892
H -4.632 -1.033 6.923
C -0.712 -0.525 3.054
C -0.258 -0.424 1.648
O 0.191 0.922 1.302
S 0.447 1.271 -0.229
C -1.158 1.164 -0.887
O 0.967 2.607 -0.232
O 1.202 0.132 -0.710
H -1.714 -0.099 3.245
H -0.038 -0.130 3.794
H -0.863 -1.586 3.361
H 0.542 -1.177 1.376
H -1.100 -0.708 1.059
H -1.775 1.949 -0.465
H -1.515 0.145 -0.614
H -1.066 1.201 -1.960
C 4.560 -1.178 -3.387
C 3.280 -1.250 -2.646
O 2.823 -2.658 -2.466
S 3.423 -3.675 -1.369
C 2.946 -2.862 0.215
O 2.601 -4.869 -1.462
O 4.859 -3.718 -1.548
H 4.677 -1.859 -4.212
H 5.367 -1.385 -2.659
H 4.594 -0.126 -3.701
H 3.406 -0.889 -1.609
H 2.460 -0.754 -3.148
H 1.841 -2.797 0.160
H 3.353 -1.880 0.341
H 3.183 -3.540 1.013
C -3.803 3.873 4.551
O -3.276 3.142 3.411
C -1.839 3.099 3.458
C -1.185 4.081 2.505
O -1.316 5.385 3.022
C -0.876 6.340 2.067
H -3.327 4.869 4.598
H -3.655 3.332 5.468
H -4.868 4.066 4.400
H -1.544 2.096 3.210
H -1.572 3.307 4.487
H -1.599 3.872 1.516
H -0.104 3.832 2.469
H -1.089 7.356 2.410
H -1.393 6.260 1.085
H 0.193 6.243 1.800
C -4.027 1.987 -4.058
O -3.523 3.042 -4.844
C -4.538 4.032 -5.032
C -3.893 5.349 -5.517
O -3.134 5.993 -4.503
C -2.286 6.952 -5.042
H -3.207 1.249 -3.978
H -4.894 1.450 -4.513
H -4.339 2.331 -3.058
H -4.951 4.161 -4.007
H -5.280 3.812 -5.806
H -4.763 5.964 -5.795
H -3.268 5.150 -6.398
H -1.615 6.583 -5.846
H -1.702 7.356 -4.195
H -2.822 7.782 -5.526
C 3.503 4.671 -0.465
O 4.582 5.416 -1.022
C 4.765 5.129 -2.355
C 6.130 5.620 -2.871
O 5.990 6.989 -2.906
C 6.985 7.797 -2.337
H 3.289 4.938 0.557
H 3.691 3.601 -0.528
H 2.527 4.818 -0.999
H 3.948 5.526 -2.985
H 4.782 4.053 -2.485
H 6.350 5.171 -3.884
H 6.916 5.353 -2.104
H 7.848 7.232 -2.004
H 6.523 8.231 -1.433
H 7.253 8.589 -3.050
C -3.670 -4.186 0.535
O -3.976 -4.264 1.884
C -3.218 -3.416 2.660
C -3.735 -1.962 2.695
O -3.367 -1.341 1.495
C -4.018 -0.086 1.320
H -2.565 -4.187 0.359
H -4.054 -3.262 0.106
H -4.077 -5.102 0.081
H -2.149 -3.371 2.405
H -3.363 -3.700 3.713
H -3.231 -1.546 3.557
H -4.809 -1.968 2.881
H -3.733 0.389 0.388
H -3.806 0.564 2.193
H -5.075 -0.287 1.261
C 0.376 -6.379 4.809
O -0.278 -5.158 4.620
C 0.552 -4.143 4.430
C 1.344 -4.142 3.146
O 0.476 -4.098 1.973
C 0.093 -5.368 1.471
H 1.035 -6.294 5.673
H 0.959 -6.752 3.931
H -0.429 -7.082 5.056
H 1.321 -4.110 5.302
H -0.082 -3.244 4.471
H 2.067 -4.969 3.068
H 1.975 -3.235 3.087
H -0.371 -5.298 0.477
H -0.647 -5.825 2.131
H 1.020 -6.015 1.319
C 8.589 -0.335 -0.017
O 7.486 0.081 0.776
C 6.365 0.335 0.026
C 5.161 0.751 0.894
O 4.605 -0.336 1.497
C 3.447 -0.121 2.333
H 8.470 -1.291 -0.579
H 9.460 -0.402 0.629
H 8.792 0.426 -0.804
H 5.974 -0.524 -0.538
H 6.563 1.182 -0.652
H 4.501 1.221 0.186
H 5.506 1.516 1.592
H 2.713 0.485 1.851
H 3.693 0.392 3.268
H 3.016 -1.112 2.400
```

Computed properties:
Highest occupied orbital energy   -9.152 eV
F_max   0.075 Eh/bohr
HOMO-LUMO gap   9.5386 eV
E_LUMO   0.387 eV

These are the Löwdin partial charges, in e, on atoms 1 to 5:
1. C -0.033
2. C -0.267
3. C -0.070
4. O 0.033
5. C -0.552

=====

7.
Molecular formula: C4H9N4O2
Method: DFT, ωB97M-V/def2-TZVPD

```
19
Properties=species:S:1:pos:R:3
C 0.998 0.283 -0.609
C -0.860 1.884 -0.488
C -3.369 -0.002 0.539
C 2.209 0.149 -0.053
N 0.161 1.286 -0.259
N -2.521 -0.631 0.095
N -1.866 2.465 -0.692
N 3.096 -0.892 -0.423
O -4.257 0.850 0.817
O 2.700 0.744 1.046
H 0.928 -0.112 -1.555
H -1.737 -3.986 0.661
H -2.190 3.382 -0.836
H -1.011 -3.868 0.435
H 3.644 -0.853 -1.275
H 2.634 -1.829 -0.344
H 3.897 -0.897 0.201
H -4.673 0.467 1.629
H 2.218 1.560 1.112
```

Computed properties:
Net charge   +1
Highest occupied orbital energy   -12.406 eV
F_max   0.056 Eh/bohr
ΔE to the lowest compared entry with this formula, charge and spin   361.20 kJ/mol
HOMO-LUMO gap   8.7752 eV
E_LUMO   -3.630 eV

These are the Löwdin partial charges, in e, on atoms 1 to 5:
1. C -0.054
2. C -0.268
3. C -0.442
4. C -0.361
5. N 0.127

=====

8.
Molecular formula: C5H9BrO
Method: DFT, ωB97M-V/def2-TZVPD

```
16
Properties=species:S:1:pos:R:3
C -0.631 1.371 -0.261
C 1.344 0.266 -0.638
C -0.044 0.021 0.064
C 0.172 -0.482 1.450
C -0.780 -1.074 -0.761
O 0.436 2.224 -0.205
Br 2.925 0.164 0.211
H -1.104 1.195 -1.338
H -1.453 1.704 0.354
H 1.091 0.363 -1.733
H 0.853 0.298 2.033
H 0.733 -1.494 1.579
H -0.772 -0.611 2.027
H -0.801 -0.783 -1.773
H -1.761 -1.256 -0.462
H -0.208 -1.904 -0.549
```

Computed properties:
Highest occupied orbital energy (alpha / beta)   -8.780 / -8.834 eV
F_max   0.102 Eh/bohr
ΔE to the lowest compared entry with this formula, charge and spin   283.40 kJ/mol
HOMO-LUMO gap (alpha / beta)   7.8241 / 7.8895 eV
E_LUMO (alpha / beta)   -0.956 / -0.945 eV

These are the Löwdin partial charges, in e, on atoms 1 to 5:
1. C -0.367
2. C -0.465
3. C -0.617
4. C -0.125
5. C -0.040

=====

Which of these has the highest F_max? C5H9BrO

=====

Look up the F_max of the second one. 0.071 Eh/bohr

=====

The highest F_max belongs to which entry? C5H9BrO

=====

What is the formula in the fourth record? C2H8N2O